The following is a quantum chemistry calculation of a structure of composition H20KrO10, from the Open Molecules 2025 dataset.

Last column: Mulliken charge in e.
Cartesian coordinates (Å):
Kr (-0.32268, 0.49552, -0.01885)  0.005
O (-1.73920, 1.75776, 3.09909)  -0.656
H (-1.50447, 1.17211, 3.81891)  0.309
H (-0.90207, 2.09947, 2.78498)  0.314
O (1.16020, 3.67268, -0.38539)  -0.654
H (1.68343, 3.27686, -1.08239)  0.301
H (0.44148, 4.10884, -0.84304)  0.315
O (1.11455, -0.83909, 3.47472)  -0.606
H (1.18293, -1.09043, 2.55363)  0.334
H (0.29362, -0.34992, 3.52969)  0.272
O (-0.20873, -2.08081, -2.80125)  -0.705
H (-0.06842, -2.51740, -3.64146)  0.327
H (0.65834, -2.05477, -2.39659)  0.343
O (1.39251, -2.52322, 1.10459)  -0.667
H (1.61886, -2.11586, 0.26850)  0.432
H (0.65305, -3.09565, 0.90024)  0.302
O (0.97019, 2.92047, 2.24622)  -0.634
H (1.84828, 2.54583, 2.31577)  0.303
H (0.84250, 3.06018, 1.30792)  0.352
O (-4.01674, 0.34050, 2.32052)  -0.602
H (-3.93095, -0.23701, 1.56201)  0.297
H (-3.11564, 0.51732, 2.59066)  0.361
O (0.61833, 0.48160, -3.98609)  -0.629
H (0.27917, -0.23670, -3.45199)  0.367
H (1.42124, 0.13376, -4.37413)  0.295
O (2.02814, -1.73418, -1.32049)  -0.754
H (2.70274, -2.32095, -1.66236)  0.307
H (2.43044, -0.86597, -1.34484)  0.312
O (-2.74316, -1.40737, -2.48693)  -0.637
H (-1.82907, -1.68854, -2.52714)  0.393
H (-2.95887, -1.42500, -1.55452)  0.304

As for the net charge: 0. The frontier orbital gap is 10.0 eV. Its multiplicity is 1. For the HOMO energy, the calculation gives -10.73 eV.

The following is a quantum chemistry calculation of an isolated molecule of C26H42N2O, from the Open Molecules 2025 dataset.

Last column: Mulliken charge in e.
Cartesian coordinates (Å):
C (-7.85198, -1.32495, -1.46248)  -1.373
C (-7.24993, -0.59415, -0.26826)  -0.180
C (-6.46503, 0.64129, -0.70357)  -0.643
C (-5.96955, 1.49512, 0.46497)  -0.918
C (-5.01108, 0.78745, 1.42435)  -0.748
C (-3.70969, 0.33973, 0.76338)  -0.146
C (-2.74546, -0.26843, 1.77991)  -1.199
C (-1.38705, -0.63952, 1.18248)  0.357
C (-1.43792, -1.84832, 0.25008)  -0.844
C (-0.11209, -2.09047, -0.47317)  -0.540
C (1.02108, -2.50034, 0.46515)  -0.421
C (2.29061, -2.93765, -0.26508)  -0.800
C (2.91983, -1.81515, -1.08751)  0.650
C (4.25548, -2.21004, -1.71957)  -1.128
H (4.11394, -3.09380, -2.34659)  0.437
H (4.58124, -1.39561, -2.37245)  0.427
C (5.35199, -2.51187, -0.69120)  -1.056
C (5.50336, -1.40110, 0.33620)  0.474
O (5.24201, -1.54454, 1.51382)  -0.676
N (5.97403, -0.24500, -0.17645)  -0.002
H (6.13202, -0.17834, -1.16916)  0.263
C (6.19291, 0.95215, 0.60046)  -1.051
H (5.98859, 0.69643, 1.64114)  0.411
H (7.24596, 1.24573, 0.51147)  0.418
C (5.30819, 2.11264, 0.14365)  -0.620
C (3.85062, 1.92353, 0.42451)  1.106
C (3.24316, 1.01749, 1.24423)  -1.227
N (1.88816, 1.22313, 1.24778)  0.109
C (1.59196, 2.27438, 0.43281)  -0.441
C (0.37543, 2.86998, 0.12423)  -0.714
C (0.38894, 3.93831, -0.74590)  -0.647
C (1.58330, 4.41050, -1.29718)  -0.632
C (2.79293, 3.83001, -0.98978)  -0.517
C (2.81074, 2.74542, -0.11310)  0.672
H (3.71136, 4.20818, -1.41458)  0.405
H (1.54914, 5.25199, -1.97390)  0.389
H (-0.53937, 4.42513, -1.00672)  0.404
H (-0.54741, 2.51403, 0.55878)  0.547
H (1.22037, 0.68787, 1.77562)  0.263
H (3.67048, 0.22402, 1.82700)  0.430
H (5.44736, 2.26940, -0.93119)  0.409
H (5.65072, 3.02242, 0.64753)  0.374
H (6.30547, -2.65265, -1.20598)  0.447
H (5.12013, -3.43029, -0.15280)  0.377
H (2.23829, -1.52476, -1.88952)  0.556
H (3.07121, -0.94288, -0.44812)  -0.641
H (3.00667, -3.27032, 0.48717)  0.366
H (2.06554, -3.78499, -0.91799)  0.285
H (0.67707, -3.32842, 1.09032)  0.395
H (1.27660, -1.67097, 1.12572)  -0.031
H (0.16352, -1.18048, -1.00979)  0.208
H (-0.25674, -2.88278, -1.21218)  0.299
H (-1.71085, -2.73755, 0.82331)  0.324
H (-2.21189, -1.68847, -0.50255)  0.331
H (-0.70049, -0.85737, 2.00405)  0.450
H (-0.99577, 0.21565, 0.62617)  -0.265
H (-3.19953, -1.15736, 2.22428)  0.365
H (-2.58726, 0.45480, 2.58498)  0.380
H (-3.93054, -0.39462, -0.01089)  0.160
H (-3.23523, 1.19962, 0.28350)  0.237
H (-5.50642, -0.07627, 1.87118)  0.300
H (-4.77258, 1.47906, 2.23712)  0.414
H (-6.83531, 1.84092, 1.03578)  0.381
H (-5.46948, 2.37872, 0.05973)  0.347
H (-5.62032, 0.33415, -1.32279)  0.249
H (-7.11236, 1.26400, -1.32688)  0.460
H (-6.59313, -1.27851, 0.27109)  0.253
H (-8.04904, -0.29150, 0.41263)  0.288
H (-8.40082, -2.20577, -1.13678)  0.368
H (-7.06962, -1.64280, -2.14871)  0.339
H (-8.53653, -0.67518, -2.00377)  0.335

As for the net charge: 0. Its SMILES is CCCCCCCCCCCCCCCC(=O)NCCc1c[nH]c2ccccc12. The frontier orbital gap is 8.6 eV. Its multiplicity is 1. For the HOMO energy, the calculation gives -7.81 eV.

The following is a quantum chemistry calculation of a structure of composition C7H12NO4Zr in a non-equilibrium geometry, from the Open Molecules 2025 dataset.

Last column: Mulliken charge in e.
Cartesian coordinates (Å):
O (3.50266, -1.84574, 1.11902)  -0.197
C (3.52395, -0.96278, 0.38646)  0.121
O (2.70336, -1.05620, -0.86954)  -0.293
C (1.92333, 0.14894, -0.95816)  -0.999
C (0.72679, 0.16978, 0.11408)  0.537
C (0.20699, 1.53366, 0.41671)  -0.873
C (-1.03580, 0.97868, 1.27247)  -0.824
N (-2.08198, 0.87096, 0.21916)  -0.252
C (-2.84388, -0.37573, -0.03099)  -0.705
C (-1.88192, -1.38744, -0.74245)  1.020
O (-1.04023, -2.16463, -0.21991)  -0.353
O (-1.78258, -1.37653, -2.06675)  -0.491
H (4.05911, -0.01078, 0.50614)  0.438
H (1.41860, 0.11208, -2.00723)  0.585
H (2.50986, 1.07199, -0.96778)  0.445
H (-0.13297, -0.38722, -0.31568)  -0.753
H (0.96854, -0.31997, 1.06118)  0.600
H (-0.15147, 2.04653, -0.47607)  0.428
H (0.91838, 2.21572, 0.88866)  0.434
H (-0.75338, 0.00972, 1.66607)  0.444
H (-1.31459, 1.61694, 2.11209)  0.494
H (-2.69354, 1.67724, 0.30406)  0.316
H (-3.62100, -0.12472, -0.75520)  0.463
H (-3.35397, -0.84701, 0.81751)  0.380
Zr (0.22570, -1.59351, -1.47387)  2.036

As for the net charge: +3. The frontier orbital gap is 5.2 eV. Its multiplicity is 1. For the HOMO energy, the calculation gives -21.34 eV.